47
Properties=species:S:1:pos:R:3:forces:R:3:mulliken_charge:R:1 method="wB97M-V/def2-TZVPD" e_above_lowest_kcal_mol=84.08 molar_mass_g_mol=372.38 homo_ev=-7.962 e_tot_ev=-35184.5021 total_charge=0 multiplicity=1 gap_ev=7.69 smiles="COc1cc(CNc2nc(C)c([N+](=O)[O-])c(C)c2C#N)cc(OC)c1OC"
C 4.593 -0.020 1.031 0.15 0.12 -0.15 -0.919
O 3.664 -0.564 1.940 -0.45 -0.18 0.19 -0.464
C 2.489 -1.066 1.451 -0.04 -0.08 0.14 1.105
C 2.210 -1.126 0.088 0.01 -0.13 -0.08 -0.598
C 0.990 -1.578 -0.375 0.14 0.03 0.16 -0.290
C 0.708 -1.610 -1.862 0.33 0.04 0.14 -1.669
N -0.621 -1.144 -2.189 -0.13 -0.38 -0.20 -0.067
C -1.138 0.083 -2.013 -0.01 0.39 -0.05 -0.153
N -2.473 0.107 -2.111 -0.07 -0.27 -0.02 -0.617
C -3.151 1.229 -2.023 0.06 0.44 0.10 0.479
C -4.631 1.094 -2.143 -0.23 -0.07 -0.09 -1.349
C -2.499 2.457 -1.789 0.89 -1.13 -0.09 0.330
N -3.264 3.658 -1.664 -0.31 0.46 0.07 0.870
O -2.891 4.495 -0.865 0.01 0.15 0.17 -0.565
O -4.255 3.775 -2.358 -0.13 0.09 -0.16 -0.572
C -1.101 2.487 -1.669 -0.48 0.07 -0.02 1.033
C -0.352 3.759 -1.453 0.23 0.15 0.06 -1.887
C -0.404 1.279 -1.794 -1.03 -0.20 -0.01 0.861
C 1.002 1.307 -1.738 0.70 0.12 -0.02 -0.182
N 2.148 1.387 -1.710 0.20 0.08 -0.06 -0.593
C 0.022 -1.999 0.527 -0.05 -0.03 0.07 -0.661
C 0.288 -1.978 1.886 0.13 0.01 0.14 0.628
O -0.584 -2.382 2.851 0.38 0.16 -0.05 -0.436
C -1.856 -2.830 2.459 -0.19 -0.07 -0.09 -0.904
C 1.530 -1.516 2.369 -0.04 -0.09 0.15 0.736
O 1.639 -1.530 3.728 -0.24 0.20 -0.43 -0.475
C 2.907 -1.526 4.343 0.36 0.01 0.32 -0.766
H 5.006 -0.787 0.369 -0.03 0.03 0.01 0.328
H 5.392 0.389 1.648 -0.02 -0.02 -0.09 0.260
H 4.148 0.780 0.432 0.01 -0.04 0.00 0.384
H 2.942 -0.790 -0.626 0.09 0.10 -0.04 0.443
H 1.450 -1.008 -2.392 -0.02 -0.23 0.04 0.539
H 0.783 -2.637 -2.232 -0.03 0.15 -0.05 0.503
H -1.341 -1.844 -2.296 0.04 0.14 -0.02 0.307
H -4.966 1.518 -3.087 -0.06 0.01 0.02 0.259
H -4.890 0.040 -2.109 0.05 -0.02 0.04 0.376
H -5.146 1.629 -1.348 -0.07 0.05 0.00 0.404
H 0.704 3.629 -1.675 -0.01 0.02 -0.02 0.435
H -0.751 4.564 -2.066 0.00 0.00 0.02 0.441
H -0.454 4.071 -0.413 0.02 0.02 -0.03 0.305
H -0.930 -2.347 0.163 -0.15 -0.03 0.01 0.368
H -2.375 -3.080 3.383 -0.01 0.00 -0.09 0.239
H -1.795 -3.724 1.828 0.00 0.05 0.01 0.344
H -2.416 -2.050 1.931 0.03 -0.03 0.00 0.360
H 2.717 -1.784 5.385 0.04 -0.01 -0.06 0.287
H 3.383 -0.545 4.290 -0.04 -0.14 0.03 0.228
H 3.572 -2.272 3.900 -0.03 0.03 0.02 0.315

---

42
Properties=species:S:1:pos:R:3:forces:R:3:mulliken_charge:R:1 method="wB97M-V/def2-TZVPD" e_above_lowest_kcal_mol=0.91 molar_mass_g_mol=448.55 homo_ev=-13.738 e_tot_ev=-35684.5430 total_charge=+2 multiplicity=1 gap_ev=5.82
Zr 0.575 -0.268 -0.485 0.11 0.07 0.57 1.922
O 1.425 1.377 0.154 -0.44 -0.58 -0.44 -0.689
C 0.929 2.649 0.026 0.01 0.19 0.09 0.873
C 1.821 3.689 -0.183 0.07 -0.06 0.02 -0.588
C 1.356 4.986 -0.311 -0.07 0.00 0.01 -0.446
C -0.006 5.268 -0.213 0.04 0.01 -0.01 -0.758
C -0.892 4.244 0.024 -0.02 -0.02 0.00 -0.764
C -0.455 2.912 0.131 0.11 -0.04 0.00 0.503
C -1.425 1.906 0.465 -0.08 -0.04 0.07 -0.126
N -1.194 0.633 0.391 0.15 0.26 -0.20 0.105
N -2.128 -0.226 0.939 -0.15 -0.17 0.10 -0.830
C -1.624 -1.409 1.070 -0.10 0.20 -0.03 0.791
O -0.352 -1.627 0.640 0.40 0.22 -0.49 -0.855
C -2.363 -2.518 1.656 0.01 -0.11 0.04 0.485
C -1.725 -3.735 1.899 0.02 0.05 -0.03 -0.335
C -2.428 -4.777 2.476 -0.01 -0.04 0.01 -0.678
C -3.766 -4.610 2.808 0.02 0.02 -0.02 -0.402
C -4.405 -3.400 2.563 0.00 -0.03 0.01 -0.662
C -3.709 -2.353 1.991 0.02 0.05 -0.02 -0.295
H 2.880 3.471 -0.221 0.00 0.00 -0.01 0.450
H 2.061 5.789 -0.474 0.01 0.00 0.00 0.414
H -0.360 6.285 -0.304 0.00 0.00 0.00 0.436
H -1.950 4.451 0.126 0.00 0.00 0.00 0.429
H -2.392 2.219 0.852 0.00 -0.03 0.02 0.466
H -0.682 -3.858 1.643 0.00 -0.01 0.00 0.326
H -1.935 -5.719 2.670 0.00 0.00 0.00 0.409
H -4.313 -5.426 3.260 -0.01 0.00 0.00 0.409
H -5.448 -3.276 2.822 0.00 0.01 0.00 0.412
H -4.195 -1.406 1.800 -0.01 0.00 0.00 0.437
N 2.845 -1.350 -0.285 0.11 0.03 0.05 -0.611
N 3.676 -1.026 -1.388 -0.06 0.00 -0.03 -0.111
C 3.134 -0.455 -2.479 0.14 -0.06 0.01 0.693
N 3.876 0.020 -3.449 0.00 0.01 -0.03 -0.323
N 1.782 -0.464 -2.443 -0.26 -0.02 0.51 -0.724
N 1.037 0.483 -3.062 -0.08 0.22 -0.30 1.583
O -0.083 0.583 -2.464 0.11 0.00 0.11 -0.726
O 1.368 1.139 -3.989 0.02 -0.14 -0.03 -0.544
H 3.289 -0.981 0.557 -0.01 0.01 -0.02 0.350
H 2.800 -2.366 -0.186 0.00 0.02 -0.01 0.314
H 4.650 -1.294 -1.354 -0.01 0.00 -0.01 0.192
H 4.884 0.054 -3.385 0.00 -0.01 0.01 0.241
H 3.444 0.386 -4.287 -0.01 -0.01 0.01 0.230

---

25
Properties=species:S:1:pos:R:3:forces:R:3:mulliken_charge:R:1 method="wB97M-V/def2-TZVPD" e_above_lowest_kcal_mol=136.28 molar_mass_g_mol=130.22 homo_ev="-13.822 / -13.823" e_tot_ev=-10938.9394 total_charge=+1 multiplicity=1 gap_ev="7.92 / 7.92"
C -2.493 1.619 0.599 -0.58 -0.44 -1.03 -1.199
C 1.732 1.020 0.439 0.43 -1.17 0.15 -1.555
C 1.333 -1.356 1.005 1.27 -1.91 0.60 -1.249
C 1.125 -0.802 -1.408 -1.98 1.91 0.53 -1.243
C -1.073 1.364 0.204 1.46 1.54 4.13 -0.333
C 0.834 -0.210 0.103 2.20 -1.14 -1.13 1.103
N -1.509 -1.021 -0.806 -1.18 0.61 2.11 -0.223
N -2.154 -1.813 -0.133 1.05 -1.86 1.51 -0.002
N -0.494 0.132 0.469 -1.19 -2.64 -0.56 -0.044
H -3.078 0.994 -0.098 -0.36 0.50 0.38 0.352
H -2.746 1.332 1.629 0.19 0.39 -0.31 0.306
H -2.657 2.687 0.336 -0.36 -0.77 0.58 0.365
H 2.725 0.466 0.341 -0.79 1.75 0.14 0.438
H 1.578 1.933 -0.249 0.45 -1.51 1.33 0.282
H 1.503 1.130 1.550 0.74 0.78 -1.44 0.489
H 2.281 -1.845 0.557 -1.29 1.10 0.74 0.350
H 0.696 -2.270 1.153 -0.11 1.04 -0.58 0.258
H 1.568 -1.063 2.053 -0.08 0.16 -0.74 0.325
H 0.516 -0.140 -2.103 1.46 -0.46 0.34 0.340
H 2.227 -0.951 -1.668 -1.79 0.29 0.46 0.357
H 0.481 -1.699 -1.418 1.01 -0.24 -0.06 0.432
H -0.421 2.042 1.015 -1.16 -1.66 -1.70 0.384
H -0.825 1.790 -0.684 0.70 1.20 -2.97 0.473
H -1.864 -2.372 0.784 0.10 2.28 -1.31 0.303
H -3.025 -2.265 -0.420 -0.18 0.26 -1.16 0.292